No. 1
The following is a DFT calculation (wB97M-V/def2-TZVPD) of a molecular structure, C19H34AlAsBeCl4FNO6P.

Computed properties:
DFT total energy = -6024.7090 Eh
molar mass = 675.18 g/mol
total charge = -1
highest occupied orbital energy = -4.1 eV
LUMO level = -2.70 eV
orbital gap = 0.0518 hartree

```
69
Properties=species:S:1:pos:R:3:forces:R:3
C 9.192902 -2.799983 4.802970 -0.192 0.043 -1.351
C 8.127291 -3.297449 3.734559 0.985 0.981 0.078
As 6.817480 -4.649679 4.467638 0.625 -0.066 1.320
P 5.195364 -3.063963 4.930719 -1.176 2.609 -1.474
O 5.306328 -1.756647 4.137182 0.075 -1.411 1.023
H 9.583894 -1.811331 4.451027 -0.184 -0.840 0.388
H 10.038362 -3.535431 4.816335 -0.709 0.668 0.441
H 8.741324 -2.648172 5.805906 0.282 -0.318 -0.617
H 7.672778 -2.434223 3.195998 0.101 -0.695 0.393
H 8.758766 -3.862400 2.950896 -0.359 0.313 0.143
H 7.463587 -4.428450 5.893089 0.083 -0.016 0.084
H 5.914576 -5.750397 5.114859 -0.255 -0.203 -0.212
H 6.183600 -4.908767 3.044798 0.066 0.001 -0.820
H 7.924844 -5.780192 4.161768 0.896 -0.677 -0.916
H 3.928504 -3.659665 4.560697 0.436 -0.188 0.602
H 5.099712 -2.842830 6.352264 -0.070 -0.367 -0.363
Cl -2.009581 -3.049828 1.239567 0.733 -0.221 0.142
C -0.303157 -2.812530 1.298595 0.081 -0.075 0.323
C 0.488182 -2.874465 0.154079 0.193 -0.050 -0.233
Cl -0.181896 -3.180208 -1.406134 -0.154 -0.006 0.111
C 1.861231 -2.683323 0.255149 0.091 0.050 0.339
C 2.442644 -2.429451 1.491208 -0.030 -0.036 -0.086
C 1.650035 -2.363509 2.631729 -0.092 -0.056 -0.019
C 0.280709 -2.554009 2.536705 0.270 0.146 0.079
H 2.482500 -2.731162 -0.629647 -0.149 0.001 -0.035
H 3.513701 -2.281555 1.566763 -0.055 0.067 0.021
H 2.103430 -2.161864 3.594411 -0.007 0.026 -0.058
H -0.332007 -2.502089 3.427925 -0.082 -0.012 -0.126
Be 8.550820 -5.432322 2.100545 -0.201 -0.658 1.066
C -5.723385 -2.439876 0.993821 -0.382 0.149 2.979
O -6.902499 -3.005617 0.983676 0.905 0.240 -1.409
H -4.900652 -2.986904 1.492830 -0.060 -0.773 -0.512
H -5.252316 -2.239011 -0.032240 0.210 0.208 -0.798
H -5.638461 -1.439202 1.458959 -0.688 0.358 -0.494
Al 10.107124 -7.780841 1.400199 -0.536 0.785 0.168
Cl -3.364738 -1.619906 -0.366710 -0.101 0.219 -0.708
Cl -6.389067 -3.164847 -1.539109 0.587 0.493 -0.602
C -4.401332 1.838372 -5.454175 0.058 0.024 -0.266
C -3.385714 1.185444 -6.014916 -0.191 0.164 -0.055
C -2.528500 0.274533 -5.222515 0.173 -0.235 0.096
O -1.599984 -0.318647 -5.736584 -0.078 0.120 -0.046
C -2.844099 0.117061 -3.787339 -0.041 0.120 0.145
C -3.860470 0.770633 -3.226994 0.150 0.007 0.019
C -4.715537 1.678683 -4.016689 -0.078 -0.197 0.205
O -5.647494 2.277586 -3.508237 0.061 -0.156 -0.046
H -5.038777 2.509589 -6.016064 -0.012 0.028 0.053
H -3.140878 1.288852 -7.064728 0.025 -0.029 0.007
H -2.209199 -0.553335 -3.223647 -0.065 -0.059 -0.007
H -4.104680 0.665981 -2.178569 -0.046 -0.069 -0.033
F -4.573251 -2.084552 -2.858315 -1.117 -0.596 1.133
O 6.061663 0.815977 2.214958 0.002 -0.122 -0.094
H 5.815872 0.008147 2.691308 -0.012 0.064 0.088
C -4.712611 7.477282 -3.569654 -0.156 0.233 -0.081
C -5.212669 6.150812 -3.003522 0.466 0.042 -0.066
C -4.871228 5.944937 -1.516113 -0.198 -0.256 0.008
O -3.517078 5.600549 -1.261246 -0.198 0.303 0.082
C -2.618700 6.694348 -1.265380 0.188 -0.334 -0.032
N -4.700745 5.055526 -3.831894 -0.101 -0.101 0.288
H -3.643561 7.464097 -3.784852 -0.023 -0.078 0.068
H -5.220801 7.700755 -4.510684 0.036 -0.079 0.043
H -4.913201 8.301941 -2.880121 0.029 -0.010 -0.012
H -6.304372 6.156640 -3.086248 0.011 -0.090 0.101
H -5.459278 5.098224 -1.150558 0.108 -0.036 -0.047
H -5.166225 6.812891 -0.912023 0.087 0.126 -0.058
H -3.076269 7.603008 -0.863646 -0.055 0.024 -0.069
H -2.240396 6.873488 -2.274119 -0.003 0.221 0.016
H -1.766225 6.429043 -0.637860 -0.080 -0.045 0.021
H -5.122468 4.180791 -3.516604 -0.060 0.249 -0.239
H -3.713710 4.943456 -3.605984 -0.017 0.082 -0.086
```
Positions in Å, forces in eV/Å.



No. 2
The following is a DFT calculation (wB97M-V/def2-TZVPD) of a molecular structure, C19H34BNiO15.

Computed properties:
DFT total energy = -3406.0254 Eh
molar mass = 571.97 g/mol
spin multiplicity = 3
total charge = +1
highest occupied orbital energy (alpha / beta) = -11.7 / -11.7 eV
LUMO level (alpha / beta) = -2.69 / -2.95 eV
orbital gap (alpha / beta) = 0.3322 / 0.3227 hartree

```
70
Properties=species:S:1:pos:R:3:forces:R:3
Ni 0.201666 -0.463598 0.529539 0.136 -0.484 0.198
O -1.008432 1.144754 0.647069 -1.024 0.696 -0.854
C -1.879748 1.915967 0.174613 0.245 -2.161 0.138
O -2.834630 1.603471 -0.638254 0.766 0.686 0.718
B -3.772526 2.902914 -0.818335 2.134 1.042 0.333
O -3.053032 3.888920 0.080334 0.588 -1.550 -0.386
C -1.959284 3.344164 0.640369 -2.094 2.333 -1.055
O -1.224641 3.965994 1.335937 1.112 -0.605 0.659
O -5.046959 2.675277 -0.359129 -1.710 -1.005 2.001
C -5.957762 2.801675 -1.300144 -0.161 -0.072 -1.721
O -7.109991 2.527271 -1.281326 -0.210 0.063 0.534
C -5.185965 3.264147 -2.570445 1.253 0.129 0.519
O -3.845806 3.283410 -2.180324 -0.755 0.023 -0.995
O -5.587605 3.528482 -3.648518 -0.005 -0.060 0.064
C 0.964279 1.123827 3.243281 1.392 0.309 -0.384
O 1.379266 0.500119 1.989621 -0.420 0.240 -0.526
C 2.251914 1.374271 1.229149 0.870 0.801 0.973
C 1.761503 1.741319 -0.196499 0.193 1.118 0.713
O 1.500737 0.519112 -0.842837 0.554 -0.996 0.800
C 1.880050 0.419585 -2.206508 -0.486 2.317 -0.117
C 1.092246 1.471068 -2.959720 1.327 0.599 -0.747
O -0.253679 1.313505 -2.751880 -0.934 -0.156 -0.352
C -1.067505 1.970029 -3.752141 0.974 0.063 0.365
H 0.165906 0.590500 3.699340 -0.439 -0.732 0.131
H 0.636254 2.132958 3.051324 -0.206 0.360 -0.158
H 1.857235 1.158121 3.904957 -0.615 -0.131 -0.304
H 3.243985 0.873930 1.142926 -0.775 0.052 -0.156
H 2.415381 2.221804 1.939354 -0.044 -0.058 -1.307
H 2.584645 2.325294 -0.673710 -0.421 -0.598 0.230
H 0.831627 2.332514 -0.316977 0.684 0.028 0.760
H 1.626087 -0.574462 -2.473759 0.039 -0.844 -0.613
H 2.917391 0.736404 -2.421312 0.022 -0.836 0.690
H 1.438001 1.406928 -3.999634 -0.503 -0.275 -0.329
H 1.433347 2.511321 -2.698179 -0.228 -0.700 0.224
H -2.028571 2.056229 -3.293503 -0.738 0.038 -0.074
H -1.094313 1.363978 -4.680880 0.081 0.540 0.412
H -0.659988 2.991834 -3.886378 -0.300 -0.496 -0.367
C -1.461752 -1.646948 -1.928501 -0.459 0.943 -1.283
O -0.535290 -1.881401 -0.903770 0.072 0.545 0.721
C -0.080676 -3.212292 -0.726244 0.702 0.386 -1.466
C 1.391946 -3.031855 -0.524116 0.316 0.419 1.261
O 1.647741 -2.027502 0.531419 -1.014 -0.860 -0.398
C 2.526840 -2.377473 1.611352 0.510 2.595 -0.240
C 3.940969 -2.556498 1.089960 -0.017 1.280 1.689
O 4.237622 -1.300978 0.426902 0.975 -2.524 -0.348
C 5.590296 -1.382959 -0.078685 0.508 0.251 1.270
H -2.484205 -1.870095 -1.606763 0.095 -0.024 -0.078
H -1.180764 -2.282655 -2.792188 -0.331 0.445 0.265
H -1.361193 -0.560986 -2.196934 -0.250 -1.096 0.145
H -0.266679 -3.854056 -1.641387 0.129 0.804 0.932
H -0.565408 -3.638625 0.114106 -0.474 -0.599 0.906
H 1.873869 -2.553001 -1.333481 0.200 0.078 -1.435
H 1.835914 -4.003302 -0.387796 0.559 -0.239 0.696
H 2.090988 -3.178669 2.119412 -0.266 -1.563 0.963
H 2.514603 -1.454635 2.285310 -0.020 -1.359 -0.884
H 4.066738 -3.443376 0.487332 0.049 -0.101 -0.703
H 4.618315 -2.699905 1.991849 -0.588 0.224 -0.935
H 5.868441 -2.133082 -0.856111 -0.938 0.271 0.488
H 6.283673 -1.530456 0.793493 -0.474 0.024 -0.733
H 5.755965 -0.395927 -0.447728 0.437 0.587 -0.523
C -1.778949 -2.043853 4.174451 -1.847 -1.052 -1.311
C -1.785298 -1.455544 2.743919 1.545 0.380 0.288
O -0.654225 -1.282164 2.236657 -1.617 -0.412 0.160
C -3.081600 -1.139626 2.010094 0.643 -1.536 0.840
H -2.424310 -1.462084 4.825702 -0.343 -0.030 -0.016
H -0.816702 -2.059853 4.613516 1.138 0.054 0.030
H -2.168655 -3.126776 4.154572 0.384 1.620 -0.044
H -2.923464 -0.725336 1.031405 0.249 -0.008 -0.429
H -3.737510 -0.473899 2.559825 -0.055 -0.068 0.353
H -3.548321 -2.157225 1.965008 -0.120 0.889 -0.201
```
Positions in Å, forces in eV/Å.



No. 3
The following is a DFT calculation (wB97M-V/def2-TZVPD) of a molecular structure, C19H34BaN3O5P2.

Computed properties:
DFT total energy = -1992.8033 Eh
molar mass = 583.77 g/mol
ΔE to the lowest compared entry with this formula, charge and spin = 40.3 kcal/mol
total charge = +1
highest occupied orbital energy (alpha / beta) = -11.6 / -11.5 eV
LUMO level (alpha / beta) = -4.94 / -5.43 eV
orbital gap (alpha / beta) = 0.2445 / 0.2241 hartree

```
64
Properties=species:S:1:pos:R:3:forces:R:3
Ba 1.140897 0.895779 -0.619184 -0.580 -0.072 1.241
P 2.848463 -1.660560 -0.745123 -0.333 0.805 0.085
C 2.785112 -1.342834 -2.528432 -0.046 -3.297 -1.529
C 1.535148 -1.744844 -3.207427 -1.197 -0.166 -0.499
N 0.365932 -1.303100 -2.625087 0.778 0.314 -0.330
C -0.806260 -1.571576 -3.191994 0.233 -0.090 0.205
C -0.970379 -2.465044 -4.266343 0.239 -0.134 -0.169
C 0.175096 -2.975047 -4.888485 -0.694 0.601 0.104
C 1.419454 -2.552319 -4.391675 0.408 0.470 0.190
C -2.038358 -0.945117 -2.630474 -0.834 0.257 0.587
P -2.055017 0.713752 -1.769823 -0.404 0.325 -0.523
H 2.306226 -2.794300 -4.964635 0.117 -0.135 0.245
H -2.000601 -2.707296 -4.595443 0.913 0.165 0.102
H 0.016976 -3.586846 -5.808530 0.662 0.451 0.973
H -2.754979 -0.806561 -3.450858 -0.132 -0.522 0.344
H -2.431243 -1.616704 -1.849803 -0.194 -0.028 -0.420
H 3.558425 3.426083 -3.851228 0.185 -0.302 -0.035
H 3.708735 -1.689552 -3.096377 -0.992 1.040 0.555
H -1.128974 3.837429 -3.403757 -1.018 -0.360 0.859
O 3.692465 2.468792 -3.779916 1.716 -0.058 0.045
H 4.689791 2.343944 -3.846463 -1.968 0.330 0.095
H 1.102069 1.376241 -2.677747 -0.090 0.422 -1.920
O -1.010211 4.340907 -2.569300 2.289 0.313 -2.695
H -0.237200 4.804936 -3.025083 -1.020 0.160 1.836
C -2.613760 1.746076 -3.202685 0.491 0.208 -0.007
H -3.557768 1.366922 -3.637407 0.506 0.201 0.156
H -2.729553 2.788220 -2.864592 -0.249 -0.501 -0.097
H -1.799502 1.739806 -3.950160 -0.455 -0.062 0.031
C -3.690033 0.634703 -0.906264 0.197 -0.313 0.342
H -3.988647 1.647772 -0.580374 0.253 -0.445 -0.170
H -4.484812 0.221232 -1.552706 0.396 0.156 0.191
H -3.569117 0.002014 -0.011927 -0.172 0.257 -0.238
C 2.895336 -3.438417 -0.332072 0.094 -0.687 -0.294
H 3.875938 -3.891418 -0.511411 -0.131 0.112 -0.156
H 2.645486 -3.614456 0.721414 0.027 0.412 -0.186
H 2.137618 -3.978852 -0.916088 0.196 0.199 0.043
C 4.486635 -0.935875 -0.486476 0.961 0.292 0.538
H 4.452332 -0.254754 0.374730 0.157 -0.217 -0.117
H 5.283377 -1.668776 -0.313903 -0.187 0.058 0.036
H 4.791169 -0.338822 -1.357369 -0.206 -0.169 0.179
C -2.372429 -1.253030 4.694848 -0.546 -0.062 -0.279
C -0.924418 -0.843322 4.882319 0.345 -0.435 0.123
C -0.435847 0.449053 4.165579 -0.293 -0.802 0.278
C -1.182195 1.724737 4.682379 0.689 0.347 0.021
C -2.613187 1.940713 4.217512 -0.123 -0.115 -0.146
C 1.043072 0.612042 4.548084 0.086 -0.254 1.190
O 1.517366 0.253679 5.618987 -0.570 0.703 -1.650
N 1.824350 1.268936 3.599652 0.364 0.021 -0.370
C 1.526744 1.374075 2.249112 -0.764 -0.263 0.882
O 2.402853 1.801020 1.455971 -0.395 -0.153 0.280
N 0.309396 0.961611 1.811820 1.117 0.364 -0.018
C -0.576045 0.316013 2.626993 -1.610 -0.758 -0.491
O -1.506190 -0.322539 2.093988 1.596 1.126 0.801
H -3.048038 -0.703884 5.356382 0.073 -0.137 -0.056
H -2.501618 -2.324205 4.902065 0.104 0.288 0.075
H -2.654422 -1.079485 3.654181 -0.231 -0.153 0.365
H -0.713185 -0.784857 5.961036 0.175 0.252 -0.436
H -0.308487 -1.673612 4.507978 0.051 0.206 0.064
H -1.127285 1.733339 5.785486 0.043 -0.205 -0.415
H -0.585997 2.583209 4.345548 -0.082 0.031 0.121
H -3.256690 1.104611 4.507730 0.053 0.370 -0.165
H -2.999002 2.864924 4.669893 0.073 -0.271 -0.140
H -2.646929 2.052018 3.125331 -0.119 -0.053 0.240
H 2.781894 1.473388 3.847600 0.044 -0.040 0.128
```
Positions in Å, forces in eV/Å.



No. 4
The following is a DFT calculation (wB97M-V/def2-TZVPD) of a molecular structure, C19H34Br2Cl2GaN3O7.

Computed properties:
DFT total energy = -9428.4782 Eh
molar mass = 716.93 g/mol
ΔE to the lowest compared entry with this formula, charge and spin = 25.2 kcal/mol
total charge = -2
highest occupied orbital energy = 0.4 eV
LUMO level = 3.62 eV
orbital gap = 0.1167 hartree

```
68
Properties=species:S:1:pos:R:3:forces:R:3
C -1.625651 -1.179121 1.894965 -2.054 -0.229 -0.096
C -2.625102 -0.213179 1.235558 0.708 1.038 -0.257
Cl -4.197697 -0.843799 0.567009 0.766 -0.469 0.466
C -2.356779 1.096921 1.149343 -0.809 -0.385 -0.480
Cl -3.625790 2.147168 0.390386 0.867 -0.442 0.322
Ga -0.642150 2.058638 1.777817 0.263 1.695 0.184
C 0.674896 2.493554 0.252910 -0.356 -0.283 0.017
C -0.092042 2.964108 -1.033257 0.001 -0.246 0.376
C -0.660843 4.386247 -0.830151 -0.027 -0.616 0.128
O -0.022473 5.215925 -0.278703 0.735 0.838 0.016
O -1.937681 4.748460 -1.309581 0.154 -0.949 0.221
C -1.255688 3.891237 2.557038 -0.162 1.711 0.580
O -2.483438 4.054236 2.795936 -0.433 -0.720 -0.280
O -0.434679 4.850186 2.767907 0.446 -1.331 -0.226
C 0.419574 1.095341 3.274334 -0.612 -0.030 0.665
Br 2.285564 1.856490 3.199159 -0.099 -0.615 -0.159
C -0.108386 1.354415 4.733660 2.034 -0.037 0.276
C 0.482094 2.633308 5.430600 -1.614 0.008 0.427
Br -2.083770 1.360577 4.858774 0.494 -0.244 -0.140
H -2.097657 -2.178884 1.890413 0.440 0.566 -0.116
H -0.641679 -1.233492 1.399580 -0.481 0.213 0.253
H -1.566177 -0.896456 2.966639 0.365 -0.181 -0.667
H 1.342759 3.294855 0.635251 -0.474 -0.472 -0.277
H 1.289617 1.580856 0.072076 -0.262 0.586 -0.332
H 0.613120 3.010202 -1.885502 -0.504 0.186 0.426
H -0.877474 2.224754 -1.298361 0.358 0.650 0.013
H -2.517163 4.677614 -0.526762 0.117 0.026 -0.217
H 0.565803 0.006364 3.147101 0.086 0.582 0.074
H 0.244225 0.500721 5.358320 -0.709 0.416 -0.275
H -0.238418 2.891202 6.245129 0.554 -0.127 -0.432
H 1.444709 2.397042 5.918667 -0.324 0.198 -0.556
H 0.505383 3.514899 4.757805 0.175 -0.573 0.212
C -0.051048 -4.535026 2.582614 0.162 0.067 -0.033
O -0.628669 -3.477975 2.725816 0.363 -0.648 0.288
N 1.280352 -4.713434 2.731750 -0.163 -0.302 0.084
C 1.909325 -6.000379 2.543861 0.096 0.377 0.023
C 2.101180 -3.569141 3.090697 -0.292 0.155 -0.075
H -0.586127 -5.461941 2.307334 0.064 -0.075 -0.012
H 2.407888 -6.299207 3.470653 0.054 -0.150 -0.072
H 2.648285 -5.927726 1.741883 0.009 -0.161 0.005
H 1.170041 -6.755356 2.278249 -0.030 0.073 -0.003
H 1.759043 -3.161564 4.043716 0.083 0.104 -0.044
H 1.998738 -2.796359 2.327148 0.073 0.050 0.085
H 3.145614 -3.865308 3.173242 -0.063 -0.081 -0.038
C -0.244570 -3.734454 -0.857481 -0.143 0.086 -0.001
O 0.942944 -3.930620 -0.656716 0.031 -0.063 -0.153
N -0.765960 -3.206579 -1.985367 -0.062 -0.245 0.263
C -2.194383 -3.007844 -2.150204 0.235 0.125 -0.156
C 0.128859 -2.827628 -3.061701 0.186 -0.057 0.254
H -1.009820 -3.984481 -0.104434 -0.040 0.093 -0.025
H -2.540455 -3.583961 -3.013587 -0.117 0.042 0.017
H -2.394465 -1.947694 -2.315382 -0.175 -0.049 0.068
H -2.733014 -3.335675 -1.262669 0.071 0.091 0.026
H 0.690833 -3.704719 -3.392158 0.059 0.079 -0.066
H 0.835410 -2.079209 -2.699006 0.019 0.004 -0.137
H -0.437861 -2.419812 -3.896555 -0.059 0.008 0.101
C 0.790760 2.745116 -4.383161 -0.059 0.099 0.172
O 0.182735 1.926441 -3.735353 0.077 -0.409 -0.803
N 1.195622 2.580018 -5.672101 0.084 0.214 0.018
C 1.921757 3.607178 -6.386281 -0.148 -0.356 -0.029
C 0.887493 1.334726 -6.346560 -0.100 0.043 0.309
H 1.073890 3.725598 -3.961410 0.029 0.024 -0.033
H 1.352230 3.906455 -7.270727 0.139 0.131 -0.045
H 2.893940 3.214773 -6.697899 0.044 0.173 -0.081
H 2.077328 4.478876 -5.752414 -0.046 -0.068 0.039
H -0.194777 1.191057 -6.366887 0.040 -0.137 -0.046
H 1.336428 0.504062 -5.797908 -0.084 -0.081 -0.093
H 1.273449 1.351403 -7.365065 0.020 0.079 0.047
```
Positions in Å, forces in eV/Å.